1.
The following is a quantum chemistry calculation of a molecular structure, C47H45As2FeN4O3Si at a distorted geometry, from the Open Molecules 2025 dataset.

The value obtained for the HOMO energy (alpha / beta) is -2.14 / -4.95 eV. Its charge is -1. As for the molar mass: 947.677 g mol⁻¹. The expectation value of S² is 6.0585. Its total energy is -225515.8546 eV. The spin multiplicity is 5. The strongest force on any atom comes out at 2.40 eV/Å. Its frontier orbital gap (alpha / beta) is 4.357 / 6.198 eV.

Geometry as XYZ:
```
103
Properties=species:S:1:pos:R:3:lowdin_spin:R:1
Fe -0.06187 0.18101 0.18310 1.925
O -4.01408 -1.08216 0.43187 0.169
C -2.79524 -0.90797 0.47938 0.145
N -2.13853 0.28537 0.72059 0.318
C -2.54910 1.04649 1.75737 0.073
C -3.84782 1.22889 2.24700 0.054
C -4.04895 2.06363 3.32478 0.049
C -2.98287 2.73776 3.92644 0.083
C -1.69447 2.57629 3.47443 0.028
C -1.45176 1.68906 2.41520 0.089
N -0.28796 1.35677 1.86088 0.192
C 0.87967 2.03096 1.97705 0.030
O 1.43599 2.40636 3.00561 0.039
C 1.32576 2.37853 0.62289 -0.003
C 2.30278 3.35346 0.44713 0.003
C 2.50376 3.91574 -0.79480 -0.008
C 1.64528 3.51211 -1.82708 0.003
C 0.73392 2.51099 -1.58368 -0.008
N 0.56678 1.90808 -0.40211 -0.004
C -1.80686 -1.96704 0.48029 0.167
C -2.18265 -3.32150 0.51832 0.052
C -1.31547 -4.24929 1.02888 0.079
C -0.08563 -3.78816 1.53460 0.132
C 0.26232 -2.46636 1.35199 0.007
N -0.53318 -1.56613 0.79489 0.171
H -4.67133 0.71045 1.77924 0.001
H -5.05069 2.22441 3.70059 0.002
H -3.17843 3.39181 4.76407 0.005
H -0.86416 3.09305 3.92947 0.000
H 2.86656 3.66946 1.31067 0.001
H 3.26775 4.65656 -0.96389 -0.001
H 1.69805 3.96128 -2.80672 0.000
H 0.08006 2.17952 -2.38280 0.000
H -3.17885 -3.57827 0.18690 0.003
H -1.57669 -5.29567 1.08751 0.004
H 0.58180 -4.45866 2.05200 0.009
H 1.22093 -2.09679 1.67001 -0.002
C 0.51720 -1.53020 -3.54693 -0.002
C -0.40607 -0.33057 -3.66884 0.010
As -1.41993 0.04060 -1.96733 0.033
C -2.37320 1.57978 -2.77931 0.007
C -2.40103 2.82276 -2.15640 0.000
C -2.93879 3.92757 -2.80058 0.000
C -3.47792 3.79993 -4.06996 0.000
C -3.51061 2.55521 -4.67720 0.000
C -2.96324 1.46117 -4.03552 0.001
C -2.86698 -1.23426 -2.33292 0.012
C -4.19446 -0.80844 -2.36174 0.011
C -5.22221 -1.68978 -2.64173 0.002
C -4.95047 -3.03130 -2.84674 0.012
C -3.64511 -3.48305 -2.75090 0.003
C -2.61584 -2.59280 -2.50179 0.008
As 1.32579 -1.70623 -1.70261 0.023
C 3.02039 -0.94132 -2.35219 0.002
C 4.15088 -1.67229 -2.69511 0.001
C 5.25745 -1.04777 -3.24425 0.000
C 5.27152 0.32334 -3.43049 0.001
C 4.16467 1.06637 -3.06493 0.000
C 3.05103 0.43131 -2.54979 0.000
C 1.86698 -3.61868 -2.06555 0.012
C 2.13447 -4.14494 -3.32736 0.002
C 2.44148 -5.48344 -3.50189 0.001
C 2.48020 -6.34009 -2.41421 0.000
C 2.23341 -5.83702 -1.14780 0.000
C 1.93849 -4.49296 -0.98475 0.005
H 1.30990 -1.46291 -4.30227 0.000
H -0.04949 -2.44423 -3.74812 0.000
H -1.10939 -0.47471 -4.50024 0.001
H 0.18281 0.56632 -3.90010 0.000
H -1.98640 2.91336 -1.15796 0.000
H -2.92647 4.89661 -2.31967 0.000
H -3.88291 4.66108 -4.58390 0.000
H -3.95449 2.43669 -5.65634 0.000
H -3.00897 0.48822 -4.51128 0.000
H -4.42064 0.22763 -2.14125 0.001
H -6.24224 -1.33212 -2.69203 0.000
H -5.75104 -3.72083 -3.07216 0.001
H -3.42803 -4.53895 -2.84896 0.001
H -1.60009 -2.96774 -2.41092 0.001
H 4.17252 -2.74331 -2.53924 0.000
H 6.11796 -1.63917 -3.52709 0.000
H 6.13509 0.80607 -3.86613 0.000
H 4.16471 2.14055 -3.18189 0.000
H 2.18256 1.01448 -2.28565 0.000
H 2.12691 -3.49900 -4.19428 0.000
H 2.65393 -5.86206 -4.49455 0.000
H 2.70728 -7.38893 -2.55450 0.000
H 2.26405 -6.49200 -0.28525 0.000
H 1.75334 -4.09627 0.00481 0.003
C 4.39798 1.11473 1.42082 0.000
Si 3.16962 -0.35640 1.40958 0.005
C 2.80100 -0.67846 3.26994 0.001
C 4.16428 -1.87934 0.75631 0.002
O 1.85722 -0.17294 0.55771 0.030
H 5.36687 0.80662 1.80055 0.000
H 4.03141 1.89493 2.07570 0.000
H 4.53771 1.54285 0.43324 0.000
H 3.61150 -0.31474 3.89541 0.000
H 2.64199 -1.72329 3.51888 0.000
H 1.90347 -0.13914 3.55193 0.000
H 4.71369 -2.38112 1.54767 0.000
H 4.88169 -1.58413 -0.00413 0.000
H 3.49905 -2.61027 0.29905 0.000
```

***

2.
The following is a quantum chemistry calculation of 6 unconnected molecules or ions with the total composition C47H45F5N3O4PS2, from the Open Molecules 2025 dataset.

The value obtained for the HOMO energy is -7.84 eV. As for the molar mass: 905.992 g mol⁻¹. The SMILES is [H]/N=C\Cc1c(P(N)O)ccc2c1Sc1c(CCCS(=O)(=O)O)cccc1N2.Fc1ccccc1.Fc1ccccc1.Fc1ccccc1.Fc1ccccc1.Fc1ccccc1. Its total energy is -106676.6906 eV. The spin multiplicity is 1. The strongest force on any atom comes out at 0.75 eV/Å. Its frontier orbital gap is 8.179 eV.

Geometry as XYZ:
```
107
Properties=species:S:1:pos:R:3:lowdin_charge:R:1
N 3.72955 -0.38578 5.09567 0.088
C 3.23362 0.61738 4.50911 -0.255
C 2.08744 0.60137 3.51669 -0.176
C 1.89425 1.90807 2.78567 -0.220
C 2.47493 2.18079 1.53715 -0.295
P 3.55351 1.10636 0.50767 0.858
N 4.33805 0.05381 1.60931 -0.152
O 4.83359 2.13714 0.30069 -0.316
C 2.21232 3.40386 0.92666 -0.119
C 1.39002 4.35000 1.50325 -0.023
C 0.81709 4.09645 2.74201 -0.254
C 1.08521 2.88870 3.37420 -0.369
S 0.35034 2.65721 4.97384 1.084
C -1.24009 3.34866 4.60994 -0.377
C -2.41999 2.77420 5.08226 -0.233
C -2.39427 1.48569 5.87113 -0.158
C -2.07806 0.27269 4.98686 -0.218
C -3.28367 -0.09706 4.10609 -0.225
S -2.85316 -1.51564 3.15487 0.580
O -1.60506 -1.30479 2.48091 -0.282
O -3.00275 -2.69916 3.94878 -0.277
O -4.03057 -1.45223 2.07919 -0.160
C -3.62837 3.39861 4.78715 -0.045
C -3.65247 4.55599 4.02707 -0.070
C -2.47997 5.10984 3.54964 -0.019
C -1.26190 4.50276 3.83950 -0.254
N -0.04041 5.03333 3.36386 0.093
H 3.27011 -1.24535 4.78442 0.047
H 3.63426 1.60535 4.75516 0.115
H 1.17853 0.40519 4.09704 0.081
H 2.17822 -0.23975 2.82975 0.098
H 5.21360 -0.22314 1.17264 0.042
H 3.80110 -0.80487 1.69479 0.023
H 4.89416 2.36805 -0.63200 0.044
H 2.65647 3.63455 -0.03620 0.099
H 1.19918 5.29144 0.99648 0.115
H -3.37859 1.34089 6.32613 0.117
H -1.68123 1.54544 6.69717 0.113
H -1.24094 0.48440 4.31909 0.077
H -1.77110 -0.58882 5.58705 0.126
H -4.14767 -0.35084 4.71922 0.118
H -3.49244 0.72069 3.41503 0.116
H -3.88562 -2.17952 1.45182 0.101
H -4.54927 2.95678 5.15101 0.093
H -4.60831 5.01391 3.79822 0.101
H -2.50957 6.01103 2.94667 0.113
H -0.21860 5.80353 2.73172 0.127
F 3.27463 -1.71735 -0.72366 -0.001
C 2.45671 -2.00250 -1.76103 -0.294
C 1.26820 -2.65537 -1.50816 -0.015
C 0.43302 -2.94113 -2.57911 -0.079
C 0.79338 -2.57952 -3.87086 -0.096
C 1.99683 -1.92391 -4.09208 -0.074
C 2.84037 -1.62598 -3.03137 -0.018
H 1.00802 -2.92937 -0.49439 0.117
H -0.50589 -3.44936 -2.40159 0.104
H 0.14016 -2.80421 -4.69780 0.079
H 2.28193 -1.64340 -5.09757 0.107
H 3.77945 -1.11029 -3.17881 0.115
F -0.05842 -3.50029 -6.80307 0.037
C 0.58071 -4.65719 -7.09650 -0.283
C 1.14757 -4.80172 -8.34498 -0.017
C 1.80561 -5.98855 -8.63783 -0.082
C 1.88095 -7.00175 -7.69267 -0.105
C 1.29866 -6.82796 -6.44491 -0.076
C 0.64307 -5.64544 -6.13508 -0.015
H 1.07118 -4.00039 -9.06738 0.117
H 2.26046 -6.11921 -9.61101 0.103
H 2.39038 -7.92478 -7.92800 0.097
H 1.35194 -7.61801 -5.70807 0.108
H 0.18898 -5.48598 -5.16653 0.113
F -6.42744 3.20649 7.20099 0.052
C -7.05462 4.20793 6.54921 -0.289
C -7.43334 5.33242 7.25335 -0.013
C -8.07330 6.35599 6.56910 -0.080
C -8.32724 6.24264 5.20860 -0.095
C -7.93649 5.09956 4.52473 -0.084
C -7.29225 4.07110 5.19725 -0.035
H -7.22903 5.39810 8.31324 0.119
H -8.37373 7.24736 7.10322 0.105
H -8.82789 7.04440 4.68297 0.101
H -8.13254 5.00555 3.46494 0.106
H -6.97475 3.17293 4.68390 0.115
F 4.76976 8.47402 1.72446 0.050
C 5.59603 7.41349 1.59470 -0.287
C 6.94231 7.58436 1.84505 -0.022
C 7.78398 6.48868 1.71330 -0.086
C 7.27534 5.25463 1.33148 -0.090
C 5.91684 5.10979 1.08185 -0.071
C 5.06465 6.19713 1.21750 -0.010
H 7.31604 8.55638 2.13698 0.116
H 8.84155 6.60192 1.91183 0.103
H 7.93639 4.40420 1.23031 0.102
H 5.51825 4.15004 0.78515 0.069
H 4.00104 6.10690 1.03911 0.103
F 0.46072 -9.64595 -8.11701 0.049
C -0.34721 -9.92338 -9.16109 -0.282
C -1.52728 -10.60000 -8.92920 -0.016
C -2.35413 -10.87758 -10.00816 -0.084
C -1.99224 -10.48429 -11.28930 -0.097
C -0.79828 -9.80657 -11.49361 -0.083
C 0.03572 -9.51723 -10.42328 -0.017
H -1.78608 -10.90040 -7.92304 0.117
H -3.28549 -11.40321 -9.84540 0.104
H -2.64004 -10.70546 -12.12668 0.101
H -0.51212 -9.50075 -12.49105 0.104
H 0.96750 -8.98475 -10.55733 0.113
```